Entry from OMol25: a structure of composition C39H49Cl4CsN4O4Si (ωB97M-V with the def2-TZVPD basis set).

Positions of all 102 atoms, in Å:
Cs  -1.5767  0.3493  0.8978
C  4.5771  4.0464  -3.1335
C  3.7331  3.1778  -2.2365
C  4.2265  2.0091  -1.6947
C  3.4768  1.1389  -0.8570
C  4.1431  0.0170  -0.3330
N  3.6251  -1.0265  0.4405
C  2.5480  -1.8611  -0.0922
C  1.9817  -2.7635  0.9954
C  1.1820  -1.9630  2.0062
N  0.6841  -2.8485  3.0595
C  0.7334  -2.6425  4.3483
C  0.9752  -1.4279  5.0110
C  1.5199  -1.4568  6.3266
C  1.7868  -0.3239  7.0286
C  2.4099  -0.3458  8.3980
C  1.4814  0.9237  6.4052
C  0.8751  1.0389  5.1941
C  0.6621  2.3841  4.6303
N  0.1777  2.6119  3.4922
C  0.1365  3.9469  2.9585
C  1.2101  4.0639  1.8649
C  0.7364  4.8136  0.6235
N  -0.2521  4.0060  -0.1012
C  0.2067  3.0736  -0.8305
C  1.6313  2.7301  -1.1148
C  2.4134  3.5354  -1.9306
C  2.0939  1.4995  -0.5641
O  1.3321  0.7883  0.1698
C  0.4785  -0.1764  4.4565
O  -0.2667  -0.1510  3.4789
H  5.5517  3.5875  -3.3121
H  4.7519  5.0357  -2.6991
H  4.1027  4.2030  -4.1068
H  5.2518  1.7219  -1.9219
H  5.2175  -0.0263  -0.4968
H  4.3737  -1.6094  0.7871
H  2.8976  -2.4714  -0.9374
H  1.7663  -1.1937  -0.4483
H  2.7945  -3.3019  1.5024
H  1.3268  -3.5094  0.5334
H  0.3284  -1.5110  1.5198
H  1.7680  -1.1718  2.4650
H  0.2876  -3.7213  2.7297
H  0.5602  -3.5332  4.9500
H  1.7629  -2.4257  6.7575
H  2.5640  -1.3703  8.7393
H  1.7804  0.1591  9.1364
H  3.3818  0.1562  8.4066
H  1.7489  1.8367  6.9353
H  1.0093  3.2136  5.2759
H  0.2702  4.7241  3.7302
H  -0.8480  4.0833  2.5041
H  1.4946  3.0547  1.5600
H  2.1064  4.5383  2.2763
H  1.6008  5.0504  0.0009
H  0.2581  5.7564  0.9079
H  -0.5347  2.4368  -1.3260
H  1.9853  4.4430  -2.3488
Cl  -4.8729  -5.8781  2.0353
C  -4.5822  -4.3566  1.2337
C  -5.6274  -3.5746  0.8063
Cl  -7.2737  -4.1009  1.0560
C  -5.3747  -2.3432  0.1597
Cl  -6.7052  -1.3182  -0.3230
C  -4.0839  -1.8627  -0.0960
O  -3.8111  -0.7226  -0.6007
C  -2.9549  -2.7348  0.3211
O  -1.7678  -2.3270  0.1104
C  -3.2594  -3.9208  1.0005
Cl  -1.9014  -4.8737  1.5799
C  0.1205  0.7291  -3.7343
Si  -1.3911  -0.2340  -3.1182
C  -1.0791  -2.0864  -3.5208
C  -0.6817  -2.2670  -4.9928
C  -2.2856  -2.9764  -3.2142
C  0.0916  -2.5362  -2.6356
C  -2.9291  0.6084  -3.9136
C  -2.6457  0.9893  -5.3719
C  -3.1682  1.8910  -3.1031
C  -4.2051  -0.2325  -3.8491
H  0.2982  0.5529  -4.8010
H  1.0217  0.4456  -3.1864
H  -0.0068  1.8049  -3.5952
H  -1.4747  -1.9465  -5.6745
H  -0.4866  -3.3295  -5.1930
H  0.2264  -1.7135  -5.2440
H  -3.0886  -2.8385  -3.9393
H  -2.6763  -2.7815  -2.2170
H  -1.9775  -4.0295  -3.2557
H  0.9691  -1.8973  -2.7668
H  0.3830  -3.5589  -2.9146
H  -0.2071  -2.5414  -1.5851
H  -1.7746  1.6424  -5.4654
H  -3.5096  1.5246  -5.7898
H  -2.4735  0.1075  -5.9943
H  -2.2828  2.5332  -3.0680
H  -3.4616  1.6431  -2.0807
H  -3.9828  2.4723  -3.5557
H  -4.1554  -1.0913  -4.5221
H  -5.0575  0.3834  -4.1688
H  -4.3961  -0.5775  -2.8308

The total energy comes out at -4185.9069 Ha. Its energy above the lowest of the compared OMol25 structures with the same formula, charge and spin is 2.741 eV. The total charge is -2. The HOMO energy (alpha / beta) comes out at -0.775 / -0.942 eV.



Entry from OMol25: a structure of composition C39H50AuN4O in a non-equilibrium geometry (ωB97M-V with the def2-TZVPD basis set).

Positions of all 95 atoms, in Å:
Au  0.0135  -0.2523  0.1792
C  -3.1447  -0.3790  -5.3847
C  -1.8659  0.3943  -5.0576
C  -1.0883  -0.2022  -3.9325
C  -0.0396  -1.0675  -4.0001
C  0.5811  -1.6785  -5.2060
C  1.8678  -0.9376  -5.5894
C  0.4201  -1.2729  -2.6415
N  -0.3689  -0.5512  -1.7696
C  -1.2977  0.0839  -2.5334
C  -2.3053  0.8974  -2.0541
C  -2.4578  1.2609  -0.7279
C  -3.4771  2.1374  -0.2454
C  -4.5893  2.6946  -1.0648
C  -5.8195  1.7801  -1.0499
C  -3.1936  2.3605  1.0899
C  -2.0081  1.6360  1.3734
C  -1.3310  1.6891  2.6136
C  -0.2400  0.9509  2.9425
N  0.3935  0.0394  2.1248
C  1.3076  -0.6067  2.9005
C  2.1476  -1.6189  2.4781
C  2.2495  -2.0617  1.1695
N  1.5298  -1.5664  0.1083
C  1.9592  -2.2471  -0.9877
C  1.4772  -2.0525  -2.3007
C  2.9553  -3.1918  -0.6471
C  3.1336  -3.0908  0.7224
C  4.0830  -3.8571  1.5730
C  5.4392  -3.1533  1.6910
C  3.6047  -4.1606  -1.5798
C  2.6467  -5.2953  -1.9557
C  1.2827  -0.0914  4.2485
C  0.3590  0.9085  4.2651
C  -0.0543  1.7609  5.4115
C  -1.1900  1.1022  6.2012
C  2.1520  -0.5645  5.3669
C  3.5795  -0.0254  5.2327
N  -1.5943  0.9348  0.2894
C  -3.9863  3.1406  2.0829
C  -4.8143  2.1947  2.9571
H  -3.6568  0.1059  -6.2113
H  -2.9098  -1.3980  -5.6799
H  -3.8105  -0.4086  -4.5260
H  -1.2390  0.4223  -5.9497
H  -2.1269  1.4269  -4.8164
H  0.7960  -2.7326  -5.0136
H  -0.1224  -1.6295  -6.0381
H  2.5838  -0.9521  -4.7702
H  2.3226  -1.4027  -6.4604
H  1.6379  0.0983  -5.8309
H  -3.0005  1.3107  -2.7635
H  -4.8641  3.6785  -0.6789
H  -4.2550  2.8276  -2.0964
H  -6.1853  1.6492  -0.0357
H  -6.6161  2.2078  -1.6527
H  -5.5770  0.7990  -1.4506
H  -1.7325  2.3641  3.3514
H  2.7876  -2.0835  3.2107
H  2.0012  -2.5766  -3.0809
H  3.6633  -3.9938  2.5702
H  4.2378  -4.8445  1.1363
H  5.3169  -2.1556  2.1044
H  6.0909  -3.7241  2.3468
H  5.9119  -3.0699  0.7158
H  3.9410  -3.6514  -2.4860
H  4.4859  -4.5848  -1.0972
H  1.7537  -4.9110  -2.4423
H  3.1349  -5.9895  -2.6338
H  2.3383  -5.8411  -1.0677
H  0.7960  1.9170  6.0766
H  -0.3750  2.7415  5.0567
H  -0.8776  0.1333  6.5826
H  -1.4681  1.7336  7.0402
H  -2.0636  0.9521  5.5715
H  1.7281  -0.2253  6.3128
H  2.1669  -1.6568  5.3867
H  3.5708  1.0621  5.2686
H  4.2008  -0.3932  6.0452
H  4.0235  -0.3332  4.2882
H  -3.3240  3.7423  2.7098
H  -4.6500  3.8241  1.5527
H  -4.1677  1.5051  3.4949
H  -5.4014  2.7584  3.6760
H  -5.4902  1.6073  2.3406
C  0.1206  4.3285  -1.1554
C  0.6446  2.9356  -1.3627
C  1.0728  2.6086  -2.7652
O  0.7329  2.1473  -0.4431
H  -0.3236  4.7273  -2.0632
H  0.9627  4.9602  -0.8704
H  -0.5947  4.3561  -0.3350
H  1.5587  3.4656  -3.2182
H  0.1936  2.3686  -3.3612
H  1.7395  1.7511  -2.7761

The total energy comes out at -1945.9307 Ha. The total charge is +1. The HOMO energy comes out at -9.616 eV.